This record from the OMol25 dataset describes 2 unconnected molecules or ions with the total composition C3H6N2O3 at a distorted geometry. The level of theory is the ωB97M-V functional and the def2-TZVPD basis.

Last column: natural (NBO) charge in e.
Positions of all 14 atoms, in Å:
C1 -0.8148 1.1372 0.2788  0.440
C2 -0.9797 0.9086 -1.2514  -0.688
C3 0.3762 0.6781 0.9713  0.047
N1 -0.1512 -2.3426 0.6194  -0.597
N2 1.5337 0.0192 0.4086  0.454
O1 -1.7095 1.7656 0.9390  -0.457
O2 2.3795 -0.4560 1.1679  -0.364
O3 1.6700 -0.0106 -0.8047  -0.372
H1 -1.0587 -0.1393 -1.4464  0.228
H2 -1.8625 1.4531 -1.5756  0.238
H3 -0.1411 1.2216 -1.7732  0.245
H4 0.3288 0.6089 1.9969  0.220
H5 0.7541 -2.5760 0.8350  0.304
H6 -0.3248 -2.2677 -0.3657  0.302

For the HOMO-LUMO gap (alpha / beta), the calculation gives 7.7 / 9.6 eV. The LUMO energy (alpha / beta) comes out at -3.1 / -1.3 eV.

This record from the OMol25 dataset describes a single C3H6N2O3 molecule at a distorted geometry. The level of theory is the ωB97M-V functional and the def2-TZVPD basis.

Last column: natural (NBO) charge in e.
Positions of all 14 atoms, in Å:
C1 -1.1404 1.2757 0.5234  0.381
C2 0.5916 -0.0322 -0.2520  0.190
C3 2.1593 -1.2207 -1.2067  0.632
H1 -3.4916 1.1838 0.9439  0.337
H2 -3.3240 -0.2603 1.8167  0.353
H3 -1.9983 2.1365 0.1121  0.167
H4 -0.0069 -0.8655 -0.5030  0.181
H5 0.8497 -0.3605 0.7838  0.183
H6 3.0616 -1.0022 -1.8481  0.146
N1 -2.8880 0.6220 1.7270  -0.717
N2 -1.3648 0.3321 1.5109  -0.340
O1 -0.0997 1.2154 -0.3031  -0.483
O2 1.5879 0.0833 -1.1586  -0.492
O3 1.6388 -2.2546 -0.8331  -0.537

For the HOMO-LUMO gap, the calculation gives 9.4 eV. The LUMO energy comes out at 0.8 eV. Its SMILES is N/N=C/OCOC=O.

This record from the OMol25 dataset describes a single C3H6N2O3 molecule at a distorted geometry. The level of theory is the ωB97M-V functional and the def2-TZVPD basis.

Last column: natural (NBO) charge in e.
Positions of all 14 atoms, in Å:
C1 -1.3402 -1.7861 1.0005  -0.454
C2 1.2770 1.7842 -0.6906  0.717
N1 -0.2486 -1.6432 0.0555  -0.273
C3 0.0630 0.6444 -0.5317  0.498
O1 0.4486 -0.2388 0.3672  -0.412
O2 2.2939 1.6517 0.1637  -0.664
N2 -1.0867 0.8512 -1.0422  -0.685
O3 1.2159 2.6850 -1.4969  -0.590
H1 2.8703 2.4322 0.0246  0.500
H2 0.5214 -2.2513 0.3355  0.351
H3 -1.0874 1.3921 -1.9103  0.383
H4 -1.7126 -2.8176 0.9656  0.216
H5 -1.0333 -1.5622 2.0278  0.191
H6 -2.1814 -1.1414 0.7313  0.224

For the HOMO-LUMO gap, the calculation gives 10.4 eV. The LUMO energy comes out at 0.6 eV. Its SMILES is [H]/N=C(/ONC)C(=O)O.

This record from the OMol25 dataset describes a gas-phase ion, C3H6N2O3P (charge -1) at a distorted geometry. The level of theory is the ωB97M-V functional and the def2-TZVPD basis.

Last column: natural (NBO) charge in e.
Positions of all 15 atoms, in Å:
C1 0.5528 1.2369 -0.1299  0.341
C2 0.8978 -1.1017 -0.1599  -0.298
C3 -0.2213 -0.8650 0.7060  -0.397
N1 1.2719 0.1709 -0.8019  -0.643
N2 0.6476 0.8812 1.3067  -0.685
O1 -0.7721 1.3347 -0.4900  -0.821
O2 -1.7527 -0.8199 -1.4869  -1.175
O3 -2.7821 0.2303 0.6484  -1.153
P1 -1.6397 -0.0922 -0.2015  2.333
H1 1.0019 2.1368 -0.3923  0.161
H2 1.9069 -1.5182 0.2636  0.184
H3 0.5105 -1.7177 -0.9620  0.235
H4 -0.4105 -1.3840 1.5618  0.206
H5 0.8899 0.3492 -1.7327  0.367
H6 -0.1007 1.1589 1.8706  0.344

For the HOMO-LUMO gap, the calculation gives 9.2 eV. Its total charge is -1. The LUMO energy comes out at 4.2 eV.

ΔE to the lowest compared entry with this formula, charge and spin values (in eV) by entry order: 8.4587; 5.6686; 3.7709; 1.4540.
Electronic energy values (in hartree) by entry order: -452.8902; -452.9927; -453.0624; -794.5801.